# 1
{
  "formula": "C37H77FN3O8P2",
  "method": "the ωB97M-V functional and the def2-TZVPD basis",
  "e_lumo_ha": -0.12115,
  "fmax_ha_per_bohr": 0.038,
  "charge": 1,
  "multiplicity": 1,
  "homo_ev": -10.5,
  "elements": ["P", "P", "F", "O", "O", "O", "O", "O", "O", "O", "O", "N", "N", "N", "C", "C", "C", "C", "C", "C", "C", "C", "C", "C", "C", "C", "C", "C", "C", "C", "C", "C", "C", "C", "C", "C", "C", "C", "C", "C", "C", "C", "C", "C", "C", "C", "C", "C", "C", "C", "C", "H", "H", "H", "H", "H", "H", "H", "H", "H", "H", "H", "H", "H", "H", "H", "H", "H", "H", "H", "H", "H", "H", "H", "H", "H", "H", "H", "H", "H", "H", "H", "H", "H", "H", "H", "H", "H", "H", "H", "H", "H", "H", "H", "H", "H", "H", "H", "H", "H", "H", "H", "H", "H", "H", "H", "H", "H", "H", "H", "H", "H", "H", "H", "H", "H", "H", "H", "H", "H", "H", "H", "H", "H", "H", "H", "H", "H"],
  "coordinates": [[3.555, -4.485, 2.132], [4.068, -2.480, 1.419], [9.450, -1.715, 0.318], [6.372, 3.161, -2.468], [4.326, -5.614, 1.293], [-4.232, -0.256, 0.494], [-4.568, 2.892, 5.045], [-3.192, -2.141, -4.122], [2.113, -4.729, 2.237], [-7.952, 3.228, 0.814], [4.227, -4.496, 3.590], [6.172, -3.241, -0.313], [5.397, -1.594, -1.878], [3.917, -2.385, -0.322], [-1.105, -2.396, 0.135], [-5.099, 1.051, 2.269], [-3.962, -3.071, -4.893], [8.681, -2.780, -0.134], [6.975, 4.211, -3.239], [-0.578, -2.094, -1.267], [-9.209, 4.981, -0.162], [3.808, 0.732, -0.349], [-4.078, -1.214, -3.479], [-8.952, 3.625, 1.758], [-5.661, 3.189, 7.123], [-7.947, 4.139, -0.290], [0.660, -2.901, -1.698], [-4.937, -0.365, 1.737], [-5.362, 2.196, 6.009], [-5.179, 1.859, 0.980], [2.300, 0.505, -0.316], [6.531, -4.348, -1.167], [-1.468, -3.870, 0.376], [-5.691, 4.509, 6.359], [1.769, 0.577, 1.144], [-4.195, 1.116, 0.087], [-4.592, 4.294, 5.328], [5.209, -2.383, -0.873], [1.596, -3.319, -0.549], [-9.401, 5.022, 1.351], [7.277, -2.551, 0.424], [6.450, 5.519, -2.666], [5.755, 3.719, -1.302], [4.381, 0.672, -1.772], [4.343, -0.712, -2.416], [6.910, -5.537, -0.675], [6.710, -1.486, -2.534], [3.062, -3.422, -0.988], [-5.414, -2.884, -4.479], [-5.446, -1.403, -4.115], [6.241, 5.156, -1.199], [-5.529, -0.797, -5.019], [-6.284, 1.861, 5.519], [-4.926, 2.911, 1.106], [-4.103, -1.454, -2.410], [-9.109, 5.963, -0.620], [8.061, 4.137, -3.130], [0.312, -3.811, -2.188], [-6.116, -3.159, -5.264], [-1.997, -1.790, 0.296], [-4.818, 1.318, 6.358], [7.264, -2.878, 1.462], [6.021, 3.118, -0.429], [4.001, 1.747, 0.006], [4.667, 3.675, -1.438], [3.463, -4.431, -0.877], [1.265, 1.520, 1.329], [-5.634, -3.489, -3.597], [1.784, 1.241, -0.929], [-1.275, -4.128, 1.418], [-3.596, -4.081, -4.707], [7.100, -1.477, 0.418], [3.367, -1.182, -2.379], [-4.375, -1.011, 2.414], [-0.383, -1.021, -1.336], [-3.693, -0.200, -3.598], [7.135, 6.351, -2.819], [5.410, 1.028, -1.738], [1.295, -4.296, -0.189], [-7.906, 3.575, -1.223], [6.494, -4.261, -2.248], [-2.536, -4.025, 0.238], [2.977, -1.727, 1.883], [3.102, -3.219, -2.062], [-4.448, 1.185, -0.973], [1.090, -0.255, 1.316], [-3.172, 1.487, 0.225], [6.616, -0.871, -3.422], [3.772, -6.408, 1.369], [8.732, -2.752, -1.219], [5.536, 5.804, -0.681], [-10.052, 4.469, -0.631], [5.494, 5.776, -3.127], [-8.532, 3.592, 2.764], [-10.421, 5.245, 1.660], [4.572, -0.557, -3.468], [7.446, -5.620, 0.265], [-4.766, 4.846, 4.403], [4.657, -5.348, 3.735], [-1.398, -2.313, -1.955], [-6.586, 2.966, 7.652], [-6.183, 1.799, 0.569], [-6.263, -1.133, -3.448], [7.115, -2.441, -2.840], [2.083, -0.499, -0.686], [-3.613, 4.582, 5.725], [-3.819, -2.839, -5.954], [-0.887, -4.570, -0.218], [6.722, 4.076, -4.291], [1.214, -2.346, -2.460], [7.193, 5.193, -0.666], [1.526, -2.596, 0.259], [9.124, -3.691, 0.259], [-7.047, 4.760, -0.219], [6.730, -6.452, -1.220], [-9.780, 2.910, 1.703], [2.609, 0.475, 1.830], [-5.908, -0.831, 1.540], [-5.969, 1.166, 2.913], [-8.740, 5.773, 1.790], [3.785, 1.329, -2.402], [-0.394, -2.077, 0.900], [-4.846, 3.196, 7.850], [4.347, 0.072, 0.332], [-5.519, 5.384, 6.984], [-6.656, 4.630, 5.862], [-4.215, 1.344, 2.839], [7.381, -0.947, -1.870]]
}

---

# 2
{
  "formula": "C37H78Cl2O12",
  "method": "the ωB97M-V functional and the def2-TZVPD basis",
  "e_lumo_ha": 0.00586,
  "fmax_ha_per_bohr": 0.053,
  "charge": 0,
  "multiplicity": 1,
  "homo_ev": -9.5,
  "smiles": "C1CCOC1.C1CCOC1.C1CCOC1.C1CCOC1.C1CCOC1.C1CCOC1.C1CCOC1.C1CCOC1.ClCCl.OCCO.OCCO",
  "elements": ["Cl", "Cl", "O", "O", "O", "O", "O", "O", "O", "O", "O", "O", "O", "O", "C", "C", "C", "C", "C", "C", "C", "C", "C", "C", "C", "C", "C", "C", "C", "C", "C", "C", "C", "C", "C", "C", "C", "C", "C", "C", "C", "C", "C", "C", "C", "C", "C", "C", "C", "C", "C", "H", "H", "H", "H", "H", "H", "H", "H", "H", "H", "H", "H", "H", "H", "H", "H", "H", "H", "H", "H", "H", "H", "H", "H", "H", "H", "H", "H", "H", "H", "H", "H", "H", "H", "H", "H", "H", "H", "H", "H", "H", "H", "H", "H", "H", "H", "H", "H", "H", "H", "H", "H", "H", "H", "H", "H", "H", "H", "H", "H", "H", "H", "H", "H", "H", "H", "H", "H", "H", "H", "H", "H", "H", "H", "H", "H", "H", "H"],
  "coordinates": [[-1.679, 0.559, 0.671], [0.296, -1.392, -0.340], [-8.329, -2.293, 2.121], [-3.858, 8.284, -3.795], [3.083, -2.057, 7.467], [3.322, 7.391, 2.602], [4.454, -8.537, 0.715], [-4.843, 8.383, 3.592], [-4.582, -8.198, -1.118], [-0.191, 4.389, -5.116], [-4.416, 5.488, -2.724], [0.215, -2.860, -6.229], [7.186, 1.361, -4.040], [1.267, 6.913, -4.173], [2.305, -1.086, 6.732], [3.102, 6.171, 3.267], [2.588, -2.118, 8.783], [-5.629, -8.866, -1.917], [5.372, 6.167, 2.305], [0.893, -1.337, 7.254], [7.074, -0.651, -2.939], [2.261, -3.455, -7.244], [-3.540, -7.821, -2.087], [1.216, -3.912, -6.254], [1.119, 4.529, -4.622], [-4.931, 8.178, 5.860], [4.496, 5.471, 3.302], [-5.262, 9.147, 4.724], [8.148, 0.542, -4.708], [5.430, -7.522, 0.865], [1.280, 5.628, -3.591], [-1.352, -0.705, -0.573], [-8.573, -1.420, 3.239], [-4.537, 7.821, -2.635], [0.165, -2.293, -7.538], [6.545, -7.761, -0.167], [1.647, -2.165, -7.861], [-8.613, -3.645, 3.941], [4.708, 7.565, 2.181], [-4.445, -7.221, -3.119], [8.309, -0.703, -3.764], [-3.502, 7.709, 5.374], [1.126, -1.619, 8.705], [-3.626, 7.677, 3.875], [-5.342, 6.491, -2.794], [-5.550, -8.179, -3.299], [6.234, -9.167, -0.620], [4.732, -9.194, -0.523], [6.814, 0.821, -2.807], [-8.306, -2.260, 4.471], [-8.079, -3.620, 2.518], [-9.671, -3.898, 4.019], [1.865, 4.731, -5.391], [1.379, 3.584, -4.145], [1.753, -2.217, -8.944], [-3.763, 7.698, -1.878], [3.234, -1.577, 9.475], [1.643, -4.087, -5.267], [9.181, -0.642, -3.113], [-2.014, -1.571, -0.589], [-5.157, -8.895, -4.021], [2.303, -1.250, 5.655], [-8.983, -1.954, 5.268], [-7.906, -0.568, 3.110], [6.485, -7.061, -1.000], [7.722, 0.185, -5.646], [-2.768, 8.178, 3.426], [-3.076, -8.732, -2.467], [2.418, -4.247, -7.977], [2.364, 5.570, 2.736], [7.448, 1.261, -2.038], [4.281, -8.675, -1.369], [7.137, -1.109, -1.952], [6.485, -9.345, -1.665], [-0.377, -1.353, -7.434], [-5.301, -9.900, -2.029], [-6.111, 6.249, -2.061], [4.411, -10.235, -0.485], [-9.575, -0.996, 3.303], [-6.248, 9.608, 4.672], [-7.270, -2.198, 4.804], [-7.031, -3.919, 2.499], [3.240, -3.182, -6.849], [5.013, 5.571, 4.256], [-8.554, -4.366, 1.880], [-5.791, 6.588, -3.783], [5.756, 0.917, -2.562], [0.496, -2.164, 6.664], [6.410, 6.159, 2.636], [-3.715, 6.667, 3.474], [-5.196, 8.574, -2.201], [4.473, 4.400, 3.102], [-4.915, 4.668, -2.676], [6.324, -1.255, -3.450], [-3.921, -7.151, -4.073], [4.816, 7.921, 1.157], [-2.772, 8.450, 5.699], [1.077, -0.677, 9.250], [2.068, 7.025, -4.690], [-1.416, -0.197, -1.535], [2.199, 5.544, -3.013], [0.414, -2.252, 9.233], [0.686, -4.840, -6.469], [-3.196, 6.745, 5.780], [8.441, -1.622, -4.335], [2.706, 6.380, 4.261], [2.574, -3.158, 9.111], [7.576, -7.704, 0.181], [-5.026, 8.569, 6.873], [9.067, 1.126, -4.762], [-6.543, -7.813, -3.559], [5.274, 5.646, 1.352], [2.088, -1.292, -7.380], [-2.932, 8.036, -3.733], [6.706, -9.915, 0.017], [-8.230, -4.524, 4.458], [-2.730, -7.168, -1.760], [0.415, 5.531, -2.934], [5.172, 8.262, 2.880], [-0.443, -2.896, -8.213], [0.225, -0.485, 7.131], [-6.616, -8.761, -1.467], [-0.820, 4.556, -4.410], [5.811, -7.641, 1.880], [-4.828, -6.232, -2.871], [2.762, -0.109, 6.894], [-5.572, 7.308, 5.719], [-4.627, 10.032, 4.677], [4.997, -6.536, 0.698]]
}